Entry from the Open Molecules 2025 dataset: a single C6H9NS molecule at a distorted geometry (ωB97M-V/def2-TZVPD).

Each line ends with the Mulliken charge.
Atoms and positions in Å:
1 C -0.98 -0.50 -0.40  0.5762
2 H 0.42 2.10 -0.88  0.2573
3 H 0.37 2.19 0.93  0.3637
4 C 2.69 0.51 0.15  -0.4400
5 C 1.16 0.38 -0.05  0.3931
6 H -1.29 -0.46 -1.45  0.2257
7 C 0.48 -0.73 -0.27  -0.5594
8 H 2.88 1.56 0.49  0.2648
9 N -1.08 0.86 0.09  -0.4611
10 H -1.78 1.38 -0.35  0.2602
11 C 0.20 1.55 0.03  -0.6187
12 H -1.62 -2.49 0.01  0.3226
13 H 0.98 -1.69 -0.29  0.3779
14 H -2.87 -1.27 0.20  0.3466
15 S 3.84 -0.66 0.00  -0.2264
16 H -1.59 -1.30 1.44  0.3379
17 C -1.82 -1.44 0.35  -1.4205

Calculated values
energy above the lowest of the compared OMol25 structures with the same formula, charge and spin: 37.4 kcal/mol
structure (SMILES): C[C@@H]1C=C(C=S)CN1
E_LUMO: -0.708 eV

=====

Entry from the Open Molecules 2025 dataset: C27H30IN4O3RuS2 as an isolated structure (ωB97M-V/def2-TZVPD).

Each line ends with the Mulliken spin population.
Atoms and positions in Å:
1 H 0.13 2.24 6.73  -0.0003
2 Ru 0.66 -0.34 0.86  3.8272
3 O 2.70 -0.29 0.66  0.1747
4 C 0.21 1.09 3.55  0.0221
5 C 2.95 -2.58 1.09  0.0408
6 C 0.03 2.26 1.41  0.0367
7 C 1.66 -4.97 1.62  -0.0021
8 C 2.66 -4.52 2.47  0.0134
9 H -0.17 4.39 5.56  0.0009
10 N -0.75 1.47 0.74  0.0837
11 H 3.16 1.91 -2.95  0.0004
12 H 1.50 2.02 -3.56  -0.0007
13 H 1.52 -0.30 -5.54  0.0000
14 C 1.31 -4.25 0.49  0.0078
15 C 0.01 2.33 2.88  0.0048
16 H 2.80 -0.22 -1.57  0.0041
17 H 2.06 2.51 0.77  0.0037
18 H -3.35 -0.94 -1.71  -0.0031
19 S -1.36 -1.48 0.43  0.3065
20 C 2.34 -0.01 -3.56  0.0080
21 I 0.68 -6.76 2.04  -0.0002
22 H 0.83 3.10 -0.39  0.0015
23 H 4.10 -2.98 2.85  0.0000
24 S -3.78 -0.63 2.05  0.0138
25 C 0.25 1.08 4.95  0.0228
26 H 2.93 -5.10 3.34  0.0005
27 H 1.75 -2.50 -0.69  -0.0335
28 C 1.27 -0.54 -4.50  -0.0001
29 H -3.64 0.84 -3.41  0.0000
30 C -5.23 1.80 -2.35  0.0001
31 O 0.40 -0.01 2.85  0.2414
32 H 3.97 -0.47 -4.91  0.0000
33 H 0.82 1.16 -1.79  -0.0004
34 C -4.26 0.83 -2.53  0.0005
35 H -5.36 2.58 -3.10  0.0000
36 N 2.02 -0.44 -2.19  -0.0144
37 H 0.04 -0.27 -1.96  -0.0125
38 C 1.09 3.01 0.66  -0.0070
39 H -5.65 -1.59 1.02  0.0005
40 C -4.90 -0.20 -0.44  -0.0081
41 H 1.18 -1.62 -4.41  -0.0002
42 H -6.49 0.78 0.61  -0.0001
43 H 0.55 -4.61 -0.18  0.0015
44 N -1.90 1.03 1.40  0.0624
45 C -4.10 -0.17 -1.58  0.0072
46 C -0.07 3.47 4.99  0.0163
47 H 4.47 -0.25 -3.24  0.0000
48 C 0.11 2.26 5.65  -0.0039
49 H 2.83 1.78 -4.68  0.0004
50 C 2.46 1.51 -3.69  0.0011
51 C -0.10 3.50 3.61  0.0081
52 O 4.79 -1.08 0.76  0.0248
53 C -6.04 1.78 -1.23  0.0005
54 C -5.87 0.78 -0.28  0.0002
55 C -2.25 -0.19 1.24  0.0199
56 C -4.69 -1.25 0.61  0.0119
57 H 0.41 0.14 5.45  0.0007
58 C 1.96 -3.05 0.22  0.0064
59 H 0.29 -0.09 -4.30  0.0018
60 C 3.69 -0.65 -3.87  0.0007
61 H 1.21 4.00 1.10  0.0023
62 H 3.64 -1.73 -3.71  0.0000
63 H -6.79 2.54 -1.09  0.0000
64 N 0.88 0.16 -1.60  0.1005
65 H -4.20 -2.13 0.20  -0.0044
66 C 3.59 -1.24 0.83  -0.0023
67 C 3.31 -3.33 2.20  0.0091
68 H -0.23 4.44 3.08  0.0016

Calculated values
2S+1: 6
E_LUMO (spin up / spin down): -0.104 / -1.794 eV

=====

Entry from the Open Molecules 2025 dataset: C21H27FN2O7S as an isolated structure at a distorted geometry (ωB97M-V/def2-TZVPD).

Each line ends with the Mulliken charge.
Atoms and positions in Å:
1 O -1.37 1.01 -5.89  -0.4854
2 O 2.07 2.31 -1.80  -0.7368
3 C -0.20 -1.09 2.38  -0.3865
4 C 0.71 0.20 -2.93  -0.6759
5 H 1.16 -5.95 3.73  0.3117
6 H -2.80 1.19 -3.67  0.4270
7 H -1.55 2.40 -3.66  0.1544
8 C -1.23 3.36 2.00  -1.4943
9 N 0.79 -0.64 3.12  0.2797
10 H 0.98 0.19 -5.14  0.7021
11 C 1.80 -2.92 3.41  -1.5731
12 H -1.22 4.03 -0.18  0.3860
13 O 0.09 -4.48 4.00  -0.4566
14 H -0.70 -6.58 3.99  0.2462
15 C 1.51 -1.51 4.13  -0.6343
16 C -0.59 2.50 2.75  0.3931
17 H -1.69 -2.74 2.48  0.2812
18 H -1.62 1.26 -1.28  1.2292
19 H 0.71 1.55 -4.43  0.5788
20 C 0.07 -5.76 3.56  -0.3867
21 C -0.74 3.23 0.47  0.5300
22 O 0.38 -4.26 1.84  -0.3630
23 C -1.68 -1.47 -5.71  -0.3629
24 H -1.19 -2.26 4.06  0.3246
25 H 2.56 -1.25 4.46  0.3558
26 H 0.75 -0.90 -2.78  0.3179
27 H 0.03 -1.37 1.49  0.5251
28 C 1.17 0.74 3.17  -0.5984
29 H 0.70 -6.21 1.36  0.1866
30 C -1.15 0.34 -4.45  0.8876
31 C 0.85 1.63 0.91  -0.2365
32 H -2.65 -2.18 -5.75  0.2803
33 H -1.76 4.01 2.29  0.8879
34 H -1.01 -5.64 1.53  0.2767
35 H 1.59 0.90 0.56  0.4481
36 H -3.09 0.15 -6.47  0.2691
37 O 1.98 1.13 3.99  -0.6573
38 H -0.74 -1.83 -6.39  0.2633
39 H 2.41 -3.39 4.03  0.6116
40 H -1.48 -0.18 -2.08  0.5625
41 C 0.47 -3.56 3.03  1.7567
42 S 0.75 2.56 -1.53  1.2940
43 C -1.22 0.87 -2.01  -2.0699
44 F -0.90 2.30 3.97  -0.2810
45 O -1.18 -1.02 -4.60  -0.2737
46 C -0.59 -2.29 2.98  -1.7643
47 C 0.69 1.40 2.23  0.8507
48 C 0.57 0.60 -4.37  -1.6670
49 H 2.10 0.47 -2.74  0.1779
50 H -1.11 -0.53 2.31  0.4935
51 C -0.06 -5.49 2.03  -0.4273
52 H 0.90 -1.95 5.05  0.2269
53 O -0.03 3.51 -2.24  -0.6655
54 C 0.26 2.67 0.19  -0.3711
55 N 0.37 0.89 -2.01  0.4554
56 C -2.06 -0.10 -6.53  -0.5921
57 H -2.06 0.07 -7.62  0.3164
58 C -1.71 1.21 -3.39  -0.5193
59 H 2.19 -2.76 2.41  0.3909

Calculated values
energy above the lowest of the compared OMol25 structures with the same formula, charge and spin: 497.4 kcal/mol
E_LUMO: -0.132 eV

=====

Entry from the Open Molecules 2025 dataset: C32H28Br2N2O4RuS as an isolated structure (ωB97M-V/def2-TZVPD).

Each line ends with the Mulliken spin population.
Atoms and positions in Å:
1 C -1.75 -4.29 3.07  0.0000
2 O 3.21 1.00 -1.89  0.0531
3 H -0.09 3.34 -1.93  -0.0002
4 H 5.25 6.12 2.86  0.0000
5 C 1.28 -0.31 2.44  -0.0104
6 O -2.04 3.44 -0.09  -0.0004
7 H 0.04 0.24 4.08  0.0000
8 H -2.79 -0.28 -1.42  -0.0002
9 H 3.85 1.24 0.71  0.0279
10 N 1.07 1.84 -0.94  0.0203
11 C 1.02 -0.12 3.79  0.0194
12 Br 1.34 -3.71 -0.88  0.0049
13 C -2.77 -1.03 -0.64  -0.0061
14 C 0.11 2.97 -0.92  0.0018
15 H 5.06 2.40 2.52  -0.0001
16 H 3.10 4.99 -1.20  -0.0005
17 C 3.40 3.05 -0.34  -0.0087
18 H 0.40 -4.05 3.17  -0.0001
19 C -2.89 -3.91 2.42  0.0007
20 C 3.95 2.32 0.70  -0.0276
21 O -1.37 1.31 -0.04  -0.0015
22 C 3.47 -1.02 2.99  -0.0374
23 C 5.53 5.07 2.79  0.0004
24 S 2.41 2.26 -1.57  0.0046
25 H 1.97 -0.49 -2.67  -0.0016
26 C 4.63 2.98 1.71  -0.0033
27 H 4.01 -1.02 5.05  0.0007
28 C 3.53 4.43 -0.38  -0.0001
29 C 1.97 -0.38 4.75  -0.0211
30 H 0.49 3.81 -0.33  0.0007
31 Ru 0.04 -0.17 -0.57  0.0006
32 C 4.08 -1.61 0.25  0.3937
33 H 5.34 4.60 3.76  0.0000
34 H 4.46 -1.34 2.71  -0.0153
35 H 0.49 -2.42 1.36  -0.0082
36 C 2.00 -0.67 -0.52  0.3111
37 H -0.65 -0.38 1.87  -0.0008
38 H 1.76 -0.24 5.80  -0.0017
39 N 0.22 0.05 1.53  -0.0034
40 Br -0.62 0.23 -3.04  0.0021
41 C 4.55 -1.80 -1.06  -0.0647
42 C 3.88 -1.27 -2.11  0.2700
43 H -4.90 -1.34 -0.80  0.0000
44 H -3.85 -4.34 2.70  0.0000
45 H -1.79 -5.02 3.87  -0.0001
46 H 4.22 -1.35 -3.13  0.0075
47 C 4.21 5.08 0.65  0.0000
48 H -0.67 -2.58 -1.71  -0.0036
49 C 4.77 4.36 1.70  -0.0013
50 H 4.66 -2.04 1.05  0.0456
51 O 2.38 3.16 -2.68  0.0035
52 C -2.87 -2.95 1.38  -0.0014
53 H -5.00 -3.03 1.00  0.0000
54 C 0.30 -2.13 -1.54  0.0625
55 H 0.75 -1.96 -2.50  0.0096
56 C -4.06 -2.57 0.71  0.0005
57 H 6.60 5.02 2.61  0.0000
58 C -0.52 -3.73 2.68  -0.0006
59 H 0.04 1.05 1.59  -0.0002
60 C -4.00 -1.64 -0.28  0.0002
61 C -0.47 -2.81 1.68  0.0066
62 H 5.45 -2.38 -1.22  -0.0017
63 C 2.50 -0.80 1.99  -0.0410
64 C 3.22 -0.83 4.33  0.0201
65 C 2.67 -0.49 -1.83  0.0458
66 H 4.30 6.16 0.63  -0.0001
67 C 2.83 -1.01 0.55  -0.0553
68 C -1.22 2.57 -0.32  -0.0004
69 C -1.63 -2.36 1.00  -0.0092
70 C -1.59 -1.35 -0.03  0.0145

Calculated values
charge: -1
energy above the lowest of the compared OMol25 structures with the same formula, charge and spin: 60.0 kcal/mol
2S+1: 2
E_LUMO (spin up / spin down): 2.274 / 1.256 eV

=====

Entry from the Open Molecules 2025 dataset: a 3-piece molecular cluster, C17H33O9PS overall at a distorted geometry (ωB97M-V/def2-TZVPD).

Each line ends with the Mulliken charge.
Atoms and positions in Å:
1 H -0.37 0.73 -1.52  0.0762
2 H -8.61 0.79 1.50  0.3211
3 H 5.93 3.76 0.58  0.3600
4 O 4.44 1.63 0.52  -0.4250
5 H -5.08 -3.50 -1.84  0.3156
6 H -4.68 -0.39 1.52  0.1712
7 H -1.44 -0.48 -5.53  0.2938
8 H -2.99 0.07 1.54  0.4355
9 H -7.16 0.91 2.55  0.3307
10 O -1.95 -4.00 -4.65  -0.5186
11 C -5.20 0.83 -0.79  -0.3170
12 C 4.81 -0.47 1.76  -0.5216
13 C 4.22 -0.59 4.04  -0.7665
14 C -3.81 -0.23 0.88  -0.4866
15 H -2.95 -2.21 0.88  0.4790
16 H 3.73 -0.62 1.62  0.3145
17 H -2.01 0.17 -3.82  0.3104
18 O -0.01 -4.13 -3.19  -0.2767
19 H -3.65 -2.53 -2.25  0.0142
20 O 1.69 -3.36 -1.65  -0.5171
21 C -7.71 0.28 1.83  -0.7807
22 H 5.45 4.39 2.18  0.4200
23 H 6.34 0.86 0.95  0.1739
24 O -4.01 0.87 0.00  -0.4775
25 O -6.88 -0.04 0.73  -0.2511
26 C 0.11 -1.69 -2.81  0.1568
27 O 6.73 2.80 2.24  -0.2562
28 C -1.86 -0.75 -4.49  -0.9999
29 H 4.36 -1.67 4.06  0.3183
30 H -5.28 -0.11 -1.34  0.1670
31 H -7.99 -0.64 2.33  0.2324
32 H 5.33 -1.43 1.65  0.4206
33 H 8.17 3.30 0.83  0.3266
34 H 4.21 2.14 2.54  0.1832
35 H 3.55 3.24 1.34  0.3962
36 H -7.28 1.40 -0.67  0.4218
37 O 5.07 0.01 3.08  -0.2674
38 S 1.41 1.12 -3.55  -0.4034
39 H -6.27 1.95 0.70  0.3496
40 H -3.53 -3.85 -1.04  0.3181
41 C 5.66 3.48 1.60  -0.6076
42 H 4.48 -0.18 5.02  0.2365
43 C 7.99 3.36 1.91  -0.7700
44 H 1.74 -0.28 -1.09  0.0612
45 C -3.40 -1.51 0.16  -0.3631
46 P 0.73 -0.02 -2.09  0.2886
47 H -2.66 -1.27 -0.61  0.1600
48 C 5.32 0.52 0.73  -0.4407
49 C -4.17 -3.06 -1.44  -0.4860
50 O -4.53 -2.15 -0.41  -0.3071
51 C 4.41 2.60 1.57  -0.3946
52 H -5.09 1.62 -1.53  0.3848
53 H 8.76 2.79 2.42  0.2316
54 H 8.04 4.40 2.24  0.3160
55 C -0.95 -1.87 -3.76  0.2789
56 H -2.92 -1.16 -4.69  0.3062
57 C -1.05 -3.48 -3.96  0.4625
58 H 5.37 0.01 -0.24  0.4273
59 H 3.18 -0.34 3.83  0.3237
60 C -6.46 1.12 0.01  -0.6232
61 C 0.72 -3.14 -2.43  0.4735

Calculated values
structure (SMILES): CC1=C([PH2]=S)C(=O)OC1=O.COCCOCCOC.COCCOCCOC
E_LUMO: -1.650 eV

=====

| no. | molar mass (g mol⁻¹) |
| --- | --- |
| 1 | 127.21 |
| 2 | 750.67 |
| 3 | 470.52 |
| 4 | 797.53 |
| 5 | 444.48 |